No. 1
Computed, not measured: the ion C8H14NO2Si with charge -1, with wB97M-V/def2-TZVPD.

The geometry in ORCA input format:
```
! wB97M-V def2-TZVPD RIJCOSX def2/J DEFGRID3
* xyz -1 1
C -1.942 0.097 1.642
C 1.416 -0.545 -1.521
C 2.814 -0.933 1.018
C -0.455 2.029 0.496
C -2.012 0.896 -1.497
C -1.776 -1.757 -0.277
C 1.844 0.094 0.736
C 0.774 -0.358 -0.280
N -2.323 0.034 2.727
O 2.176 -0.121 -2.417
O 1.135 -1.687 -0.939
Si -1.085 0.226 -0.026
H 3.353 -0.765 1.914
H 2.189 -1.854 1.251
H 3.492 -1.142 0.166
H -0.047 2.705 -0.354
H -1.269 2.748 0.767
H 0.203 1.997 1.424
H -1.377 1.589 -2.154
H -2.349 0.065 -2.225
H -2.733 1.579 -1.162
H -2.775 -1.779 -0.922
H -1.060 -2.262 -0.979
H -1.767 -2.297 0.652
H 2.207 1.071 0.362
H 1.371 0.370 1.598
*
```

The value obtained for the energy above the lowest of the compared OMol25 structures with the same formula, charge and spin is 100.8 kcal per mole. The total energy comes out at -21984.416 eV. As for the LUMO energy: 3.51 eV.

Mulliken charges in e:
1. C 0.336
2. C 0.144
3. C -1.242
4. C -1.557
5. C -1.257
6. C -1.560
7. C -0.866
8. C 1.220
9. N -0.755
10. O -0.712
11. O -0.498
12. Si 0.982
13. H 0.458
14. H 0.271
15. H 0.258
16. H 0.291
17. H 0.388
18. H 0.314
19. H 0.318
20. H 0.233
21. H 0.409
22. H 0.248
23. H 0.373
24. H 0.381
25. H 0.396
26. H 0.430



No. 2
Computed, not measured: the ion C8H14NO3P with charge -2, with wB97M-V/def2-TZVPD.

The geometry in ORCA input format:
```
! wB97M-V def2-TZVPD RIJCOSX def2/J DEFGRID3
* xyz -2 3
C 0.681 1.967 1.065
C -2.409 0.755 0.723
C -0.454 -0.553 -1.990
C 2.654 -0.480 0.575
C -1.058 0.117 1.206
C 0.273 0.594 -1.058
C 1.335 -0.524 1.299
C 0.289 0.604 0.486
N 0.783 3.072 0.667
O 1.187 1.625 2.578
O 0.153 -0.323 3.790
O 2.673 -0.076 3.690
P 1.343 0.116 2.996
H -3.274 0.136 0.956
H -2.255 0.753 -0.343
H -2.511 1.774 1.064
H -1.216 -1.155 -1.363
H 0.397 -1.092 -2.356
H -0.851 -0.043 -2.826
H 3.328 0.287 0.950
H 3.157 -1.441 0.739
H 2.477 -0.273 -0.501
H -1.238 -0.923 1.049
H -0.991 0.316 2.270
H 0.031 1.624 -1.399
H 1.353 0.618 -1.349
H 0.810 -1.481 1.210
*
```

The total energy comes out at -25441.553 eV. As for the LUMO energy (alpha / beta): 6.24 / 4.01 eV.

Mulliken charges in e:
1. C -0.661
2. C -1.311
3. C -3.560
4. C -1.687
5. C -1.542
6. C -3.389
7. C -0.616
8. C 5.371
9. N -0.651
10. O -0.337
11. O -0.821
12. O -0.831
13. P 0.957
14. H 0.691
15. H -0.244
16. H 0.222
17. H 0.584
18. H 0.764
19. H 0.229
20. H 0.223
21. H 0.543
22. H 0.310
23. H 0.553
24. H 0.372
25. H 1.234
26. H 0.835
27. H 0.760



No. 3
Computed, not measured: an isolated molecule of C8H14NO3P, with wB97M-V/def2-TZVPD.

The geometry in ORCA input format:
```
! wB97M-V def2-TZVPD RIJCOSX def2/J DEFGRID3
* xyz 0 1
C 1.540 -1.266 -2.744
C 0.203 -1.600 -2.206
C -0.679 -0.412 -2.004
N -0.169 0.427 -0.847
C -0.192 -0.213 0.477
O 0.551 -1.384 0.813
P -2.037 -0.614 0.922
O -2.347 -0.866 2.340
C 0.291 0.937 1.384
C 0.186 2.279 1.386
C 0.524 2.763 2.629
C 0.712 1.680 3.415
O 0.457 0.556 2.676
H 2.043 -0.501 -2.150
H 2.235 -2.058 -2.751
H 1.632 -0.861 -3.770
H 0.473 -1.979 -1.181
H -0.267 -2.361 -2.813
H -0.606 0.239 -2.955
H -1.643 -0.640 -1.727
H 0.708 0.784 -1.041
H 0.339 -1.570 1.751
H -3.088 0.069 0.411
H -2.150 -1.796 0.012
H 0.044 3.060 0.579
H 0.542 3.782 2.905
H 0.699 1.547 4.487
*
```

The value obtained for the energy above the lowest of the compared OMol25 structures with the same formula, charge and spin is 52.7 kcal per mole. The total energy comes out at -25441.941 eV. As for the LUMO energy: 0.85 eV.

Mulliken charges in e:
1. C -1.451
2. C 0.190
3. C -0.860
4. N -0.363
5. C 0.807
6. O -0.591
7. P 0.181
8. O -0.625
9. C -0.212
10. C -0.357
11. C -0.307
12. C -0.528
13. O -0.272
14. H 0.318
15. H 0.390
16. H 0.366
17. H 0.052
18. H 0.423
19. H 0.369
20. H 0.326
21. H 0.370
22. H 0.399
23. H 0.105
24. H 0.044
25. H 0.343
26. H 0.471
27. H 0.411



No. 4
Computed, not measured: a cluster of 2 separate species, C8H14NO3S in total, with wB97M-V/def2-TZVPD.

The geometry in ORCA input format:
```
! wB97M-V def2-TZVPD RIJCOSX def2/J DEFGRID3
* xyz -1 1
C 0.040 1.500 -0.341
C 2.571 -0.240 -1.002
C 1.331 2.230 -0.215
C -2.347 0.326 0.886
C -1.859 -0.861 -1.229
C -1.090 -1.747 1.065
C 1.723 -0.678 0.204
C -1.297 -0.477 0.150
N -0.062 0.222 0.045
O 3.872 -0.146 -0.717
O -0.881 2.185 -0.790
O 2.175 -0.049 -2.138
S 2.358 -0.334 1.730
H 1.102 3.323 0.198
H 1.927 2.278 -1.196
H 2.080 1.737 0.578
H -2.442 1.278 0.293
H -3.253 -0.144 1.145
H -1.989 0.531 1.863
H -1.197 -1.495 -1.932
H -2.246 0.002 -1.796
H -2.742 -1.395 -1.072
H -0.342 -2.453 0.703
H -0.745 -1.337 2.131
H -2.143 -2.120 1.260
H 1.323 -1.719 -0.100
H 4.132 -0.418 0.277
*
```

The value obtained for the energy above the lowest of the compared OMol25 structures with the same formula, charge and spin is 0.0 kcal per mole. The total energy comes out at -26990.801 eV. As for the LUMO energy: 3.29 eV.

Mulliken charges in e:
1. C 0.875
2. C 0.491
3. C -1.045
4. C -1.900
5. C -1.614
6. C -1.451
7. C -0.269
8. C 1.282
9. N 0.054
10. O -0.508
11. O -0.711
12. O -0.598
13. S -0.351
14. H 0.324
15. H 0.186
16. H 0.232
17. H 0.409
18. H 0.482
19. H 0.468
20. H 0.223
21. H 0.366
22. H 0.511
23. H 0.346
24. H 0.269
25. H 0.419
26. H 0.151
27. H 0.359



No. 5
Computed, not measured: an isolated molecule of C8H14NP, with wB97M-V/def2-TZVPD.

The geometry in ORCA input format:
```
! wB97M-V def2-TZVPD RIJCOSX def2/J DEFGRID3
* xyz 0 1
C -3.278 1.188 -0.810
C -2.402 0.476 0.109
P -0.982 0.772 1.177
C -1.987 -0.669 0.590
C -1.215 -1.904 0.359
C -0.106 -1.406 -0.531
N 0.301 -0.048 -0.264
C 1.732 0.216 -0.106
C 2.456 -0.383 1.132
C 1.957 1.761 -0.075
H -3.663 0.377 -1.442
H -2.503 1.836 -1.448
H -4.128 1.831 -0.410
H -0.911 -2.332 1.223
H -1.947 -2.512 -0.179
H 0.782 -2.074 -0.431
H -0.492 -1.407 -1.567
H 2.231 -0.166 -1.038
H 1.904 -0.416 2.086
H 2.769 -1.291 0.655
H 3.369 0.205 1.291
H 1.858 1.847 0.962
H 1.247 2.216 -0.923
H 3.008 1.883 -0.357
*
```

The value obtained for the energy above the lowest of the compared OMol25 structures with the same formula, charge and spin is 73.2 kcal per mole. The total energy comes out at -19297.295 eV. As for the LUMO energy: 0.87 eV.

Mulliken charges in e:
1. C -0.895
2. C 0.312
3. P -0.147
4. C 0.020
5. C -0.660
6. C -0.461
7. N -0.224
8. C 0.136
9. C -1.299
10. C -1.475
11. H 0.292
12. H 0.223
13. H 0.289
14. H 0.373
15. H 0.319
16. H 0.325
17. H 0.221
18. H 0.445
19. H 0.266
20. H 0.453
21. H 0.381
22. H 0.482
23. H 0.257
24. H 0.367



No. 6
Computed, not measured: an isolated molecule of C8H14O, with wB97M-V/def2-TZVPD.

The geometry in ORCA input format:
```
! wB97M-V def2-TZVPD RIJCOSX def2/J DEFGRID3
* xyz 0 1
C -0.704 -0.325 -0.773
C 0.622 0.185 1.746
C -2.009 -0.186 0.018
C -0.827 -1.417 -1.826
C 0.703 1.684 1.499
C 0.387 -0.882 0.533
C 1.372 -0.369 -0.470
C 2.128 0.516 -1.035
O 0.129 -2.042 0.923
H -0.531 0.638 -1.261
H -0.259 -0.045 2.347
H 1.505 -0.185 2.267
H -1.971 0.630 0.740
H -2.828 0.031 -0.672
H -2.228 -1.117 0.539
H -0.978 -2.381 -1.344
H -1.668 -1.215 -2.492
H 0.061 -1.476 -2.458
H 1.804 1.503 -1.347
H 3.133 0.216 -1.317
H 0.558 2.212 2.445
H 1.676 1.995 1.119
H -0.073 2.032 0.817
*
```

The value obtained for the energy above the lowest of the compared OMol25 structures with the same formula, charge and spin is 104.5 kcal per mole. The total energy comes out at -10565.514 eV. As for the LUMO energy (alpha / beta): -0.51 / -0.51 eV.

Mulliken charges in e:
1. C 0.261
2. C -0.490
3. C -1.477
4. C -1.508
5. C -1.176
6. C 1.477
7. C -0.280
8. C -0.965
9. O -0.769
10. H 0.364
11. H 0.350
12. H 0.420
13. H 0.325
14. H 0.449
15. H 0.339
16. H 0.315
17. H 0.441
18. H 0.364
19. H 0.326
20. H 0.275
21. H 0.360
22. H 0.322
23. H 0.278



Number 1: largest force on an atom 3.925 eV/A. Number 2: largest force on an atom 7.101 eV/A. Number 3: largest force on an atom 4.452 eV/A. Number 4: largest force on an atom 3.930 eV/A. Number 5: largest force on an atom 4.265 eV/A. Number 6: largest force on an atom 2.883 eV/A.